Entry 1:
This record from the Open Molecules 2025 dataset describes a single C4H9N molecule. The level of theory is the ωB97M-V functional and the def2-TZVPD basis.

- multiplicity = 1
- maximum force (eV/A) = 2.76
- structure (SMILES) = CC1CNC1
- LUMO (eV) = 1.17
- Kohn-Sham gap (eV) = 10.1
- ΔE to the lowest compared entry with this formula, charge and spin (kJ/mol) = 153.5

Element x y z (Å)
C -1.2847 -0.5193 -0.7728
C -0.4770 -0.2191 0.4296
C 1.0122 -0.7430 0.2620
N 1.5788 0.6446 0.6179
C 0.1564 1.1923 0.4665
H -0.8563 -0.0360 -1.6878
H -1.4709 -1.6085 -0.8089
H -2.3221 -0.1583 -0.6095
H -1.0183 -0.5554 1.3642
H 1.3402 -1.7112 0.7338
H 1.2619 -0.9769 -0.7791
H 2.2486 0.9755 -0.1833
H -0.1026 1.8102 -0.4050
H -0.0663 1.9053 1.3725

***

Entry 2:
This record from the Open Molecules 2025 dataset describes a single C4H9N molecule. The level of theory is the ωB97M-V functional and the def2-TZVPD basis.

- multiplicity = 1
- maximum force (eV/A) = 4.18
- structure (SMILES) = C/C=C(\C)N
- LUMO (eV) = 1.04
- Kohn-Sham gap (eV) = 8.0
- ΔE to the lowest compared entry with this formula, charge and spin (kJ/mol) = 254.2

Element x y z (Å)
C 1.8262 0.2234 -0.4606
C 0.7361 -0.5257 0.2397
C -0.6195 -0.2769 0.0829
C -1.0995 1.0664 -0.2395
N -1.5438 -1.1902 0.5522
H 1.5280 0.7027 -1.3998
H 2.6697 -0.4343 -0.6808
H 2.2025 1.0343 0.1749
H 1.0176 -1.4719 0.6906
H -0.5493 1.6141 -0.9967
H -2.1701 1.2292 -0.1563
H -0.2971 1.0321 0.8253
H -2.5161 -0.9153 0.5201
H -1.1848 -2.0878 0.8480

***

Entry 3:
This record from the Open Molecules 2025 dataset describes a single C4H9N molecule. The level of theory is the ωB97M-V functional and the def2-TZVPD basis.

- multiplicity = 1
- maximum force (eV/A) = 2.73
- structure (SMILES) = NCC1CC1
- LUMO (eV) = 1.15
- Kohn-Sham gap (eV) = 10.5
- ΔE to the lowest compared entry with this formula, charge and spin (kJ/mol) = 109.0

Element x y z (Å)
N -2.0289 0.3407 -0.1397
C -0.9809 -0.5956 0.1599
C 0.4101 -0.2405 -0.4444
C 1.1682 0.9413 0.0882
C 1.7236 -0.4683 0.1830
H -2.9259 -0.0366 0.1122
H -1.9125 1.1856 0.5152
H -0.8194 -0.7146 1.2762
H -1.2270 -1.5582 -0.2591
H 0.5107 -0.3844 -1.5527
H 1.6223 1.6322 -0.6927
H 0.6947 1.3296 1.0351
H 2.5034 -0.7458 -0.5382
H 1.8303 -0.9149 1.1618

***

Entry 4:
This record from the Open Molecules 2025 dataset describes 2 unconnected molecules or ions with the total composition C4H9N. The level of theory is the ωB97M-V functional and the def2-TZVPD basis.

- multiplicity = 1
- maximum force (eV/A) = 2.07
- structure (SMILES) = C=NC.C=C
- LUMO (eV) = 0.89
- Kohn-Sham gap (eV) = 10.5
- ΔE to the lowest compared entry with this formula, charge and spin (kJ/mol) = 250.3

Element x y z (Å)
C -1.2725 -2.7722 -0.5397
N -1.4527 -2.2493 -1.6704
C -0.7910 -0.9502 -1.8688
H -1.8177 -3.6294 -0.1559
H -0.4915 -2.4125 0.1435
H 0.2874 -1.1145 -1.7566
H -1.2046 -0.1655 -1.2417
H -0.9257 -0.7026 -2.9235
C 1.5249 3.2424 1.4621
C 1.8651 2.5439 2.5576
H 1.3838 2.6471 0.5774
H 1.1806 4.2501 1.6479
H 1.6489 1.4769 2.5753
H 2.4153 2.9500 3.3939

***

Entry 5:
This record from the Open Molecules 2025 dataset describes 2 unconnected molecules or ions with the total composition C4H9N. The level of theory is the ωB97M-V functional and the def2-TZVPD basis.

- multiplicity = 1
- maximum force (eV/A) = 2.84
- structure (SMILES) = C=NC.C=C
- LUMO (eV) = 1.04
- Kohn-Sham gap (eV) = 10.4
- ΔE to the lowest compared entry with this formula, charge and spin (kJ/mol) = 279.1

Element x y z (Å)
C -3.2570 0.9760 -2.1361
N -3.2541 0.0732 -1.2368
C -3.1418 0.5270 0.1691
H -2.9858 0.6926 -3.1366
H -3.7819 1.9373 -1.9707
H -2.5246 -0.2289 0.6127
H -2.7596 1.5475 0.4103
H -4.1908 0.5367 0.4876
C 3.8340 -1.3940 1.3571
C 4.8440 -0.6148 0.9733
H 2.8585 -1.2029 0.8764
H 3.7822 -2.3166 1.9181
H 4.7000 0.4238 0.6972
H 5.8769 -0.9567 0.9783

***

Entry 6:
This record from the Open Molecules 2025 dataset describes a molecular structure, C4H9N. The level of theory is the ωB97M-V functional and the def2-TZVPD basis.

- multiplicity = 1
- maximum force (eV/A) = 3.46
- LUMO (eV) = -0.62
- Kohn-Sham gap (eV) = 5.7
- ΔE to the lowest compared entry with this formula, charge and spin (kJ/mol) = 576.8

Element x y z (Å)
C -1.4370 -0.9185 -0.9271
N 1.0342 0.1842 -1.0144
C 0.2659 0.5872 0.0626
C -1.0388 -0.1386 0.1848
C 1.0523 0.2447 1.4988
H -0.5981 -1.3420 -0.1377
H -2.3063 -1.6535 -0.9172
H -1.0563 -0.6927 -1.9531
H 1.4041 1.0372 -1.3986
H 0.0768 1.7048 0.1710
H -1.6713 0.2833 0.9848
H 1.3898 -0.8170 1.5194
H 0.5103 0.6565 2.3909
H 1.9573 0.8852 1.5264

***

Entry 7:
This record from the Open Molecules 2025 dataset describes 2 unconnected molecules or ions with the total composition C4H9N2. The level of theory is the ωB97M-V functional and the def2-TZVPD basis.

- multiplicity = 1
- maximum force (eV/A) = 8.22
- LUMO (eV) = -4.13
- Kohn-Sham gap (eV) = 9.3
- total charge = +1
- ΔE to the lowest compared entry with this formula, charge and spin (kJ/mol) = 562.9

Element x y z (Å)
C -1.3810 0.2020 0.2935
C -1.0417 0.0359 -1.1651
C -0.0418 -0.1613 -0.0955
C 1.5148 1.3132 -0.0120
N -2.2730 0.4041 1.1459
N 0.5537 -1.5191 0.1403
H -1.2943 -0.8078 -1.7094
H -0.9815 0.9259 -1.7815
H 1.7128 1.1398 1.1130
H 1.1155 2.2001 0.0267
H 2.2336 1.0689 -0.7427
H -2.0226 0.5503 2.1307
H -0.1492 -2.1816 -0.1811
H 0.5647 -1.5516 1.1062
H 1.4900 -1.6188 -0.2691

***

Entry 8:
This record from the Open Molecules 2025 dataset describes a gas-phase ion, C4H9N2 (charge +1). The level of theory is the ωB97M-V functional and the def2-TZVPD basis.

- multiplicity = 1
- maximum force (eV/A) = 4.14
- structure (SMILES) = CN=[N+]=C(C)C
- LUMO (eV) = -5.28
- Kohn-Sham gap (eV) = 9.5
- total charge = +1
- ΔE to the lowest compared entry with this formula, charge and spin (kJ/mol) = 414.0

Element x y z (Å)
C 2.8004 -0.0796 -0.5849
N 1.8809 -0.0166 0.5187
N 0.6389 0.0060 0.4610
C -0.6923 0.0498 0.4163
C -1.4050 1.3296 0.2964
C -1.3319 -1.2932 0.5987
H 3.7215 -0.6761 -0.5306
H 3.3524 0.9906 -0.6264
H 2.2926 -0.2305 -1.6018
H -1.1474 1.9793 -0.4800
H -1.3212 1.8119 1.3411
H -2.4605 1.2209 0.0217
H -2.0776 -1.3395 1.4218
H -0.6575 -2.1539 0.5401
H -2.1750 -1.4000 -0.0560

***

Entry 9:
This record from the Open Molecules 2025 dataset describes a gas-phase ion, C4H9N2 (charge +1). The level of theory is the ωB97M-V functional and the def2-TZVPD basis.

- multiplicity = 1
- maximum force (eV/A) = 4.61
- structure (SMILES) = C[C@@H]1N=C[C@H]1[NH3+]
- LUMO (eV) = -4.25
- Kohn-Sham gap (eV) = 9.9
- total charge = +1
- ΔE to the lowest compared entry with this formula, charge and spin (kJ/mol) = 375.8

Element x y z (Å)
C 1.3809 0.9600 -1.1135
C 0.8040 -0.1119 -0.1655
N 0.5258 -1.6130 -0.9027
C -0.6312 -1.5761 -0.3707
C -0.6689 -0.1784 0.0803
N -1.1004 0.1775 1.3857
H 0.6664 1.5625 -1.5757
H 1.9497 0.6055 -1.9394
H 2.1740 1.6085 -0.5733
H 1.4086 -0.2726 0.7971
H -1.2544 -2.3715 -0.2186
H -1.4532 0.2365 -0.6576
H -2.1138 0.5155 1.3888
H -0.6268 0.9575 1.7425
H -1.0607 -0.5001 2.1225

***

Entry 10:
This record from the Open Molecules 2025 dataset describes a gas-phase ion, C4H9N2 (charge +1). The level of theory is the ωB97M-V functional and the def2-TZVPD basis.

- multiplicity = 1
- maximum force (eV/A) = 5.71
- structure (SMILES) = N[C@@H]1C=CC[NH2+]1
- LUMO (eV) = -3.27
- Kohn-Sham gap (eV) = 11.2
- total charge = +1
- ΔE to the lowest compared entry with this formula, charge and spin (kJ/mol) = 210.3

Element x y z (Å)
N -0.7511 1.3596 -1.3276
C -0.7529 0.5158 -0.3698
C -0.4519 0.6835 1.0998
C 0.3753 -0.1612 1.5905
C 0.9344 -1.1162 0.6036
N 0.4785 -0.7304 -0.7346
H 0.0544 1.9537 -1.4129
H -1.5135 1.3993 -2.0600
H -1.6721 -0.1329 -0.2589
H -1.1131 1.3662 1.5620
H 0.6360 -0.3151 2.6180
H 1.9689 -0.9925 0.6854
H 0.6901 -2.2176 0.6605
H 1.2282 -0.3162 -1.3800
H -0.1111 -1.2960 -1.2759

***

Entry 11:
This record from the Open Molecules 2025 dataset describes 2 unconnected molecules or ions with the total composition C4H9N2. The level of theory is the ωB97M-V functional and the def2-TZVPD basis.

- multiplicity = 1
- maximum force (eV/A) = 4.19
- LUMO (eV) = -4.42
- Kohn-Sham gap (eV) = 11.1
- total charge = +1
- ΔE to the lowest compared entry with this formula, charge and spin (kJ/mol) = 232.4

Element x y z (Å)
C 1.6267 -2.1933 -2.5573
C -0.5027 0.3625 0.3390
C -0.6065 1.6158 2.5075
C -1.2448 1.3205 1.1320
N 0.6224 -1.5475 -2.1962
N 0.2497 -0.3844 -0.0788
H 1.8040 -2.8974 -3.4204
H 2.6630 -2.0758 -2.0972
H -1.1192 2.5057 3.0031
H 0.3877 1.8061 2.3596
H -0.6849 0.6306 3.1351
H -2.2745 1.1735 1.1031
H -1.2667 2.3234 0.5573
H 0.6149 -1.0741 -1.2208
H -0.2692 -1.5656 -2.5661

***

Entry 12:
This record from the Open Molecules 2025 dataset describes a gas-phase ion, C4H9N2 (charge +1). The level of theory is the ωB97M-V functional and the def2-TZVPD basis.

- multiplicity = 1
- maximum force (eV/A) = 6.10
- structure (SMILES) = CN=[N+]=C(C)C
- LUMO (eV) = -5.31
- Kohn-Sham gap (eV) = 9.6
- total charge = +1
- ΔE to the lowest compared entry with this formula, charge and spin (kJ/mol) = 434.9

Element x y z (Å)
C -2.4316 -0.6556 -1.1959
N -1.7493 -0.4815 0.0507
N -0.5631 -0.1010 0.1946
C 0.6840 0.2082 0.6041
C 1.6353 -0.9163 0.7762
C 1.0492 1.6600 0.2964
H -3.2291 0.2250 -1.0294
H -2.9613 -1.6152 -0.9563
H -1.7470 -0.7371 -1.9570
H 2.0904 -1.3016 -0.1277
H 1.1684 -1.7460 1.1687
H 2.4497 -0.5554 1.4397
H 0.6505 1.8616 -0.6990
H 2.1270 1.9469 0.2409
H 0.8269 2.2080 1.1941

***

Entry 13:
This record from the Open Molecules 2025 dataset describes 2 unconnected molecules or ions with the total composition C4H9N2. The level of theory is the ωB97M-V functional and the def2-TZVPD basis.

- multiplicity = 3
- maximum force (eV/A) = 4.45
- LUMO (alpha / beta) (eV) = -3.95 / -6.31
- Kohn-Sham gap (alpha / beta) (eV) = 9.2 / 8.6
- total charge = +1
- ΔE to the lowest compared entry with this formula, charge and spin (kJ/mol) = 272.0

Element x y z (Å)
C 1.7155 -0.6910 0.7465
C 0.7623 0.6934 -1.2210
C -0.1755 0.6923 -0.0763
C -1.2722 1.3155 0.5884
N 0.9826 0.1072 0.0822
N -0.8160 -1.8046 -0.4424
H 2.5501 -1.0312 0.1786
H 1.5690 -1.2906 1.6755
H 0.4874 0.0267 -2.0412
H 1.4025 1.5928 -1.2834
H -1.4438 2.4568 0.4376
H -1.3475 0.9405 1.5329
H -2.2053 1.0062 0.0018
H -0.3627 -2.1377 0.3918
H -1.8462 -1.8762 -0.5708

***

Entry 14:
This record from the Open Molecules 2025 dataset describes 2 unconnected molecules or ions with the total composition C4H9N2O. The level of theory is the ωB97M-V functional and the def2-TZVPD basis.

- multiplicity = 1
- maximum force (eV/A) = 0.77
- LUMO (eV) = 4.27
- Kohn-Sham gap (eV) = 7.2
- total charge = -1
- ΔE to the lowest compared entry with this formula, charge and spin (kJ/mol) = 22.2

Element x y z (Å)
N 2.2658 -1.2525 -0.4295
C 2.2135 -0.4122 0.8220
O 0.9810 -0.2986 1.3179
H 1.6281 -0.7912 -1.0746
H 3.1973 -1.1672 -0.8361
H 2.9093 -0.9197 1.5338
H 2.6769 0.5856 0.5865
C -1.8014 1.3494 -0.6507
C -0.8261 1.7067 0.1796
C -1.6382 -0.9528 -0.3835
N -2.1711 0.0167 -1.0099
H -2.5131 2.0914 -1.0062
H -0.0912 0.9644 0.5644
H -0.6581 2.7556 0.4015
H -2.0326 -1.9455 -0.6073
H -0.7579 -0.8732 0.2729

***

Entry 15:
This record from the Open Molecules 2025 dataset describes a gas-phase ion, C4H9N2O (charge +1). The level of theory is the ωB97M-V functional and the def2-TZVPD basis.

- multiplicity = 1
- maximum force (eV/A) = 3.25
- structure (SMILES) = C=[N+](C)C/C=N\O
- LUMO (eV) = -4.91
- Kohn-Sham gap (eV) = 9.3
- total charge = +1
- ΔE to the lowest compared entry with this formula, charge and spin (kJ/mol) = 439.2

Element x y z (Å)
C -1.1784 -1.3117 0.1775
N -0.2470 -0.4777 0.2670
C 1.0414 -0.6700 -0.4058
C -0.3251 0.7746 0.9292
C -0.3556 1.9612 0.0378
N -0.3105 2.1049 -1.1963
O -0.4367 0.9613 -2.0708
H -1.1256 -2.3029 -0.4279
H -2.0943 -1.0634 0.6806
H 1.1659 0.2203 -0.8979
H 1.7869 -0.9921 0.3465
H 0.9961 -1.4229 -1.2482
H 0.4254 0.9820 1.7682
H -1.2121 0.7174 1.4394
H -0.4026 2.8993 0.5810
H -0.1086 1.2775 -2.9447

***

Entry 16:
This record from the Open Molecules 2025 dataset describes a gas-phase ion, C4H9N2O (charge +1). The level of theory is the ωB97M-V functional and the def2-TZVPD basis.

- multiplicity = 1
- maximum force (eV/A) = 4.77
- structure (SMILES) = C[C@]1([NH3+])N=CCO1
- LUMO (eV) = -3.58
- Kohn-Sham gap (eV) = 11.5
- total charge = +1
- ΔE to the lowest compared entry with this formula, charge and spin (kJ/mol) = 225.1

Element x y z (Å)
C 0.7535 -0.5203 1.3996
C 0.1575 -0.1302 0.0155
N 0.5007 -1.1777 -0.8819
N 0.6845 1.1412 -0.5588
C -0.3215 1.9042 -0.5709
C -1.6110 1.3248 -0.1292
O -1.2553 -0.0101 0.0490
H 0.4752 -1.5351 1.7448
H 0.4220 0.1827 2.1591
H 1.7986 -0.4830 1.3665
H 0.6205 -2.1076 -0.3659
H 1.4662 -1.0025 -1.3174
H -0.0937 -1.1862 -1.6757
H -0.0928 3.0612 -0.7439
H -1.9926 1.6164 0.8538
H -2.3045 1.6734 -0.8709

***

Entry 17:
This record from the Open Molecules 2025 dataset describes a molecular structure, C4H9N2O. The level of theory is the ωB97M-V functional and the def2-TZVPD basis.

- multiplicity = 1
- maximum force (eV/A) = 4.40
- LUMO (eV) = -4.94
- Kohn-Sham gap (eV) = 10.1
- total charge = +1
- ΔE to the lowest compared entry with this formula, charge and spin (kJ/mol) = 390.0

Element x y z (Å)
C 0.0324 1.6080 0.9128
C -1.3561 1.4904 1.3913
C -0.0860 -2.1994 -0.4091
C 1.2971 0.1649 -1.0739
N -0.4427 -0.9313 0.1341
N 0.2348 0.0343 -0.1565
O 1.0017 2.2637 0.8853
H -1.7037 2.2040 2.1758
H -1.9339 1.7663 0.4478
H -1.6478 0.5394 1.5804
H -1.0328 -2.6121 -1.0280
H 0.0118 -2.9640 0.3006
H 0.7630 -2.0764 -1.0884
H 1.9675 -0.6699 -1.1452
H 1.9115 0.9925 -0.7725
H 0.9833 0.3896 -2.1543